The following is a quantum chemistry calculation of a 16-piece molecular cluster, C59H114Cl10NO20S7 overall in a non-equilibrium geometry, from the Open Molecules 2025 dataset.

Properties
E_HOMO = -11.1 eV
M = 1736.547 g mol⁻¹
F_max = 0.1084 Eh/bohr
Gap between HOMO and LUMO = 9.144 eV
Total charge = +1

```
211
Properties=species:S:1:pos:R:3:forces:R:3
C 2.876 5.446 -13.194 1.79 -2.02 -1.06
C 2.277 6.204 -12.090 -1.83 0.79 -0.18
C 3.229 6.856 -11.116 1.18 -0.88 0.66
C 4.084 7.836 -11.851 0.77 1.67 0.96
N 4.848 8.903 -10.919 -0.19 -0.48 0.90
C 5.680 9.772 -11.838 -0.12 1.18 -0.69
C 5.670 11.194 -11.276 0.94 -0.22 1.66
C 4.452 11.304 -10.355 -0.32 -0.20 0.25
C 3.832 9.898 -10.273 -0.20 -0.35 -1.21
C 5.720 8.258 -9.755 -0.41 0.01 -1.51
H 3.670 5.927 -13.765 0.08 0.28 0.17
H 2.223 5.037 -13.965 -0.60 0.43 0.27
H 3.302 4.542 -12.760 0.48 -0.16 -0.11
H 1.577 5.516 -11.617 -0.03 0.32 0.44
H 1.680 6.961 -12.598 -0.38 0.47 0.51
H 3.913 6.112 -10.710 -0.09 -0.42 0.12
H 2.770 7.292 -10.228 -0.45 0.21 -0.28
H 3.412 8.439 -12.461 0.42 0.34 -0.20
H 4.877 7.403 -12.462 -0.17 -0.08 0.08
H 6.682 9.393 -12.039 -0.15 -0.33 0.43
H 5.213 9.897 -12.815 -0.45 -0.86 0.03
H 6.534 11.300 -10.619 0.27 0.22 -0.24
H 5.703 12.013 -11.994 0.04 -0.48 -0.24
H 4.706 11.622 -9.344 0.23 0.10 -0.15
H 3.791 12.073 -10.754 -0.44 -0.41 0.12
H 3.528 9.574 -9.277 0.37 -0.08 -0.09
H 2.962 9.793 -10.921 -0.11 0.25 0.12
H 5.133 7.638 -9.076 -0.45 0.25 -0.35
H 6.223 9.022 -9.162 -0.18 0.26 -0.39
H 6.456 7.607 -10.226 0.02 0.17 -0.07
C 14.133 16.628 -13.682 -0.66 1.78 -0.18
C 14.334 15.945 -12.322 1.01 -0.03 0.20
C 13.289 16.346 -11.282 -1.79 -0.80 -0.28
S 12.007 17.431 -12.083 1.98 -1.11 -0.94
O 12.370 18.821 -11.851 -0.93 -0.78 0.08
O 10.683 16.842 -11.876 1.08 1.18 -0.03
C 12.634 16.949 -13.793 -1.43 -0.63 1.14
H 14.479 16.107 -14.574 -0.12 -0.54 0.34
H 14.698 17.559 -13.718 -0.03 0.18 0.20
H 15.311 16.169 -11.894 0.16 0.10 -0.35
H 14.332 14.863 -12.457 -0.22 -0.01 0.08
H 13.584 16.688 -10.290 0.29 0.44 -0.42
H 12.709 15.439 -11.115 -0.24 0.11 0.31
H 12.143 17.634 -14.484 0.87 0.40 -0.13
H 12.075 16.025 -13.939 0.04 -0.29 -0.01
C 2.287 -0.995 -5.294 0.53 -1.09 1.00
C 3.640 -1.754 -5.011 -0.12 0.88 -0.07
C 4.782 -0.735 -4.887 -0.13 1.28 -0.46
S 4.183 0.861 -5.651 0.23 -1.30 -1.55
O 4.998 1.108 -6.860 -0.90 0.26 1.70
O 3.946 1.892 -4.653 0.25 -0.66 -0.65
C 2.585 0.114 -6.247 1.03 1.41 -0.09
H 1.930 -0.668 -4.318 -0.12 0.52 -0.13
H 1.536 -1.704 -5.641 0.08 0.08 -0.27
H 3.860 -2.409 -5.854 -0.03 -0.21 0.24
H 3.612 -2.284 -4.059 -0.30 -0.37 -0.33
H 5.656 -1.017 -5.475 -0.02 0.13 0.15
H 5.076 -0.431 -3.883 -0.11 -0.35 0.07
H 2.849 -0.188 -7.260 -0.10 -0.33 0.08
H 1.910 0.966 -6.331 -0.28 -0.24 0.27
C 12.376 2.396 -12.504 0.42 0.00 -1.60
C 11.719 1.869 -11.239 0.02 -0.15 -0.07
C 10.333 2.516 -11.177 -0.50 0.15 -0.04
S 9.949 3.256 -12.838 0.99 -1.35 0.36
O 10.351 4.664 -12.878 -0.88 -1.17 0.03
O 8.646 2.762 -13.269 0.72 1.00 0.25
C 11.300 2.289 -13.649 -0.54 1.23 1.74
H 13.287 1.889 -12.823 -0.09 -0.41 0.24
H 12.708 3.426 -12.370 -0.34 0.17 -0.04
H 12.311 2.033 -10.339 -0.01 0.46 -0.09
H 11.606 0.785 -11.249 -0.05 -0.07 -0.40
H 10.255 3.279 -10.403 -0.14 0.03 -0.17
H 9.580 1.738 -11.048 -0.20 0.34 0.12
H 11.403 2.820 -14.595 0.62 -0.35 0.03
H 10.957 1.257 -13.724 -0.05 0.11 -0.33
C -1.820 19.231 -5.267 0.75 -0.12 -0.38
C -1.584 18.622 -3.883 1.75 0.37 -0.57
C -0.292 17.780 -4.002 0.41 -0.51 -1.19
S 0.898 18.646 -5.166 -2.06 -0.37 0.96
O 1.473 17.736 -6.129 -0.46 0.18 -0.02
O 1.783 19.440 -4.361 0.23 0.41 -0.04
C -0.466 19.730 -5.820 0.60 -0.04 0.26
H -2.496 20.078 -5.149 -0.13 -0.13 -0.37
H -2.225 18.481 -5.945 -0.20 0.13 -0.08
H -2.461 18.052 -3.575 0.28 0.16 0.41
H -1.325 19.493 -3.282 -0.51 -0.27 0.75
H -0.489 16.864 -4.560 -0.16 -0.20 0.08
H 0.297 17.504 -3.127 -0.30 0.34 0.17
H -0.419 19.828 -6.904 0.05 -0.14 0.11
H -0.158 20.667 -5.356 -0.25 0.19 -0.13
C 5.272 -2.590 -14.278 0.63 0.18 1.25
C 5.141 -4.106 -14.435 -0.16 -0.27 -0.91
C 6.183 -4.855 -13.620 -0.59 1.24 1.54
S 6.343 -3.857 -12.033 -1.42 -0.13 -1.49
O 7.753 -3.764 -11.819 0.79 0.11 1.01
O 5.408 -4.316 -10.994 1.25 0.70 -1.47
C 5.804 -2.280 -12.819 -0.52 0.70 -0.72
H 4.315 -2.155 -14.568 0.00 0.24 0.58
H 5.985 -2.170 -14.987 0.17 -0.20 0.05
H 5.359 -4.254 -15.492 -0.33 -0.58 -0.06
H 4.099 -4.369 -14.255 0.20 -0.39 0.22
H 7.134 -4.769 -14.145 0.14 -0.32 0.50
H 5.968 -5.826 -13.174 -0.11 -0.22 -0.80
H 6.672 -1.628 -12.912 0.31 -0.44 0.16
H 5.130 -1.683 -12.204 -0.34 -0.59 0.16
C 7.241 16.763 -17.992 -1.48 -1.03 -0.06
C 7.204 15.238 -18.345 0.49 -0.01 -0.68
C 6.792 15.133 -19.820 0.10 0.36 -0.08
S 5.353 16.247 -19.972 0.77 0.98 0.13
O 4.162 15.547 -19.540 0.28 0.08 -0.22
O 5.361 16.980 -21.243 0.04 -0.92 1.53
C 5.926 17.352 -18.521 -0.27 -0.30 -1.49
H 8.030 17.323 -18.493 0.37 -0.42 0.41
H 7.207 16.859 -16.907 0.63 0.29 -0.08
H 6.546 14.659 -17.697 -0.30 0.32 0.02
H 8.168 14.735 -18.269 0.22 0.29 0.22
H 6.627 14.137 -20.231 -0.57 0.02 0.36
H 7.599 15.530 -20.435 -0.10 0.41 -0.07
H 5.086 17.381 -17.827 0.14 -0.10 -0.04
H 6.112 18.329 -18.966 -0.35 0.01 0.08
C -5.147 8.332 -17.581 -1.17 1.26 2.12
C -5.605 8.551 -18.989 0.58 -2.09 -1.23
C -4.595 7.600 -19.722 0.55 0.83 -1.81
S -4.253 6.113 -18.769 -1.75 -0.93 4.24
O -2.848 5.918 -18.339 -1.53 0.10 -2.05
O -5.186 5.003 -19.102 2.23 1.58 -0.60
C -5.035 6.866 -17.243 0.34 -0.68 -1.76
H -5.973 8.657 -16.948 0.24 0.62 0.40
H -4.270 8.931 -17.337 0.13 -0.19 -0.01
H -5.573 9.553 -19.417 0.49 0.03 0.36
H -6.644 8.246 -19.118 0.04 -0.38 -0.01
H -3.657 8.153 -19.775 0.26 -0.13 0.23
H -4.776 7.332 -20.763 -0.45 -0.16 0.10
H -4.462 6.568 -16.365 0.00 0.24 -0.18
H -6.032 6.426 -17.238 0.05 -0.07 0.20
O 9.238 15.164 -5.556 0.95 4.85 0.63
C 9.570 16.360 -5.271 -0.90 -5.49 -0.37
O 10.616 16.551 -4.465 0.38 -0.92 0.37
C 10.811 17.901 -4.131 1.78 0.86 0.31
C 9.670 18.642 -4.685 -1.88 1.56 -0.07
C 8.970 17.666 -5.608 -0.36 0.88 -0.24
H 11.739 18.257 -4.579 0.23 -0.27 -0.10
H 10.935 18.054 -3.059 -0.15 -0.49 0.06
H 9.899 19.549 -5.244 0.41 -0.04 0.22
H 8.973 18.961 -3.911 0.07 -0.05 0.16
H 9.249 17.979 -6.614 -0.57 -0.56 -0.31
H 7.901 17.709 -5.400 0.02 -0.36 -0.68
O 4.921 9.649 -17.853 -1.93 0.50 0.33
C 3.757 9.865 -18.131 1.52 -0.44 -1.89
O 2.805 10.325 -17.299 1.14 -0.32 1.53
C 1.586 10.572 -17.949 -0.78 -0.41 -1.11
C 1.695 9.733 -19.216 -3.11 0.29 -0.99
C 3.102 9.640 -19.541 1.53 -0.45 0.54
H 1.516 11.651 -18.086 -0.20 -0.05 -0.26
H 0.703 10.189 -17.437 0.39 0.29 0.79
H 1.108 10.140 -20.040 0.00 0.47 0.02
H 1.212 8.760 -19.128 0.21 -0.17 0.71
H 3.336 10.374 -20.312 0.73 0.08 0.36
H 3.334 8.639 -19.907 0.50 0.20 0.00
O -0.617 10.302 -4.769 -0.23 -0.67 0.84
C -0.821 9.202 -4.303 0.40 1.74 -0.99
O -0.370 8.133 -4.952 0.47 -0.71 -0.74
C -0.886 6.907 -4.450 0.23 -0.39 0.71
C -1.762 7.305 -3.269 -2.17 -0.38 0.10
C -1.608 8.807 -3.095 0.29 -0.61 0.03
H -0.056 6.262 -4.163 0.06 0.04 -0.12
H -1.475 6.417 -5.225 0.18 0.06 -0.08
H -1.747 6.739 -2.338 0.96 -0.04 -0.10
H -2.799 7.122 -3.550 -0.13 0.01 -0.30
H -1.029 8.951 -2.183 -0.24 0.83 -0.06
H -2.556 9.339 -3.171 0.20 0.11 0.65
Cl 2.013 17.003 -13.119 -0.05 0.33 0.57
C 2.093 18.100 -11.699 0.60 0.09 0.57
C 3.547 18.474 -11.270 -1.25 0.26 -0.32
Cl 4.427 19.419 -12.528 -0.34 -0.26 0.44
H 1.570 17.692 -10.834 0.42 -0.95 0.00
H 1.428 18.951 -11.841 0.66 0.39 -0.82
H 4.194 17.647 -10.979 -0.36 -0.15 -0.31
H 3.396 19.088 -10.383 0.33 0.27 -0.11
Cl 12.048 9.788 -8.346 -0.58 -0.22 -1.06
C 12.812 9.211 -6.878 0.33 -0.22 0.74
C 12.825 7.626 -6.696 -0.62 2.81 0.38
Cl 14.156 7.055 -7.624 0.92 -0.95 -0.96
H 12.313 9.821 -6.125 -0.06 -0.75 0.49
H 13.815 9.628 -6.967 0.14 -0.54 0.33
H 11.871 7.236 -7.050 0.21 -0.19 0.14
H 13.040 7.377 -5.657 -0.37 0.07 -0.05
Cl 4.324 10.886 -1.993 -0.23 0.50 -0.10
C 5.225 9.394 -1.934 1.30 -1.26 0.00
C 5.873 9.056 -3.288 -0.70 0.01 -0.03
Cl 6.986 7.648 -3.153 -0.22 0.35 0.11
H 4.582 8.605 -1.545 -0.07 0.00 -0.38
H 6.058 9.447 -1.234 -0.18 0.47 0.21
H 6.429 9.913 -3.668 0.07 -0.14 0.14
H 5.120 8.774 -4.024 0.04 0.07 0.06
Cl -2.237 12.872 -10.805 0.41 0.37 1.05
C -2.344 13.696 -9.160 -0.19 0.37 -0.46
C -3.527 13.084 -8.391 0.58 -0.04 -0.45
Cl -4.930 13.806 -9.226 -0.69 -0.31 0.55
H -2.579 14.731 -9.407 -0.31 -0.15 -0.06
H -1.376 13.830 -8.677 0.08 -1.14 0.06
H -3.555 13.241 -7.313 0.07 0.79 -0.16
H -3.585 11.997 -8.461 0.09 0.09 -0.51
Cl -3.648 1.017 -13.301 0.27 -0.10 -0.35
C -2.745 -0.331 -14.017 0.60 -1.68 -0.05
C -2.621 -1.497 -13.019 -0.64 0.65 -0.40
Cl -1.436 -1.049 -11.758 -0.30 -0.38 0.04
H -1.738 -0.081 -14.349 -0.15 0.67 0.22
H -3.231 -0.747 -14.900 -0.50 0.43 0.04
H -2.348 -2.445 -13.483 0.49 0.29 -0.14
H -3.623 -1.676 -12.628 0.23 0.13 0.63
```
Positions in Å, forces in eV/Å.